1.
48
Properties=species:S:1:pos:R:3:forces:R:3:lowdin_charge:R:1 method="wB97M-V/def2-TZVPD" e_above_lowest_kcal_mol=31.77 e_homo_ev=-2.7857 e_tot_ha=-3758.49579 total_charge=-1
Pd -0.198 -0.127 -0.883 0.15 -0.06 -0.13 0.2412
C -2.645 1.661 2.153 -0.01 -0.01 0.03 -0.0670
C -2.014 2.024 0.959 0.00 0.05 0.02 -0.1452
N -0.803 1.634 0.623 0.30 0.37 0.16 0.0805
C -0.126 0.814 1.464 -0.07 0.20 -0.04 -0.1958
C -0.661 0.441 2.715 0.10 -0.25 0.10 -0.1764
C -1.948 0.883 3.043 -0.05 -0.01 0.00 -0.0389
C 0.092 -0.421 3.588 -0.20 0.08 -0.06 -0.0460
C 1.285 -0.915 3.215 0.13 -0.07 -0.18 -0.0424
C 1.865 -0.583 1.941 -0.09 -0.15 0.10 -0.1675
C 3.090 -1.106 1.525 0.05 -0.04 0.01 -0.0449
C 3.627 -0.710 0.320 0.00 0.02 0.01 -0.0845
C 2.938 0.238 -0.431 -0.01 -0.11 -0.12 -0.1608
N 1.756 0.737 -0.092 -0.22 0.28 0.21 0.0484
C 1.189 0.304 1.067 -0.10 0.09 -0.11 -0.2023
H -3.652 1.998 2.363 0.01 0.02 0.00 0.0941
H -2.520 2.667 0.246 0.00 -0.02 -0.01 0.0950
H -2.380 0.591 3.994 -0.01 -0.01 -0.01 0.1077
H -0.346 -0.695 4.541 0.00 0.02 0.00 0.1064
H 1.834 -1.586 3.867 0.00 -0.01 -0.02 0.1063
H 3.604 -1.819 2.161 0.01 0.02 -0.01 0.1079
H 4.566 -1.109 -0.040 0.02 0.04 0.03 0.0958
H 3.368 0.623 -1.351 -0.04 -0.03 -0.02 0.0946
C -1.587 -2.656 0.542 0.04 -0.04 0.12 -0.2398
Si -0.986 -2.682 -1.258 -0.37 -0.22 -0.12 -0.0815
C -1.759 -4.307 -1.885 -0.01 -0.09 0.00 -0.2784
C 0.866 -3.076 -1.280 0.15 -0.01 0.00 -0.2427
Se -1.804 -1.050 -2.589 0.19 -0.26 0.30 0.0994
H -1.399 -3.617 1.039 -0.03 0.01 -0.05 0.0177
H -2.664 -2.463 0.551 0.01 -0.01 0.01 0.0197
H -1.106 -1.870 1.126 0.00 0.00 0.01 -0.0153
H -1.470 -5.164 -1.263 0.00 0.02 -0.04 0.0104
H -1.461 -4.510 -2.918 0.00 0.01 0.03 0.0093
H -2.849 -4.217 -1.866 0.02 -0.02 -0.01 0.0089
H 1.083 -3.980 -0.697 -0.06 -0.01 -0.06 0.0196
H 1.460 -2.256 -0.870 0.02 -0.02 0.01 -0.0237
H 1.198 -3.237 -2.310 -0.01 -0.01 0.02 0.0199
C 0.140 4.707 -1.708 0.01 -0.03 0.03 -0.0972
C -1.101 4.117 -1.893 0.02 0.04 0.03 -0.0966
C -1.149 2.807 -2.345 -0.07 -0.12 -0.04 -0.1869
N -0.068 2.093 -2.635 0.20 0.33 -0.36 0.0447
C 1.112 2.686 -2.507 -0.04 0.05 0.04 -0.1726
C 1.274 3.980 -2.031 -0.02 0.01 -0.02 -0.0825
H 0.221 5.712 -1.310 0.00 0.02 -0.05 0.0941
H -2.015 4.660 -1.682 -0.01 -0.03 0.03 0.0931
H -2.093 2.286 -2.480 -0.01 0.00 0.07 0.0890
H 1.973 2.093 -2.800 0.01 -0.02 0.09 0.0929
H 2.265 4.402 -1.922 0.00 -0.01 0.02 0.0918

2.
49
Properties=species:S:1:pos:R:3:forces:R:3:lowdin_charge:R:1 method="wB97M-V/def2-TZVPD" e_above_lowest_kcal_mol=377.21 e_homo_ev=-8.2844 e_tot_ha=-1542.44666
C -5.222 -0.174 1.091 0.03 -4.53 -7.53 0.0798
H -5.758 0.564 0.522 -1.03 -0.12 -0.25 0.0876
O -3.970 -0.358 0.208 -7.78 -8.76 3.72 -0.0074
C -3.200 0.534 -0.055 3.77 -2.60 -4.24 -0.5282
C -3.372 1.692 0.287 -5.00 13.12 7.99 -0.0681
C -2.507 2.743 0.187 0.90 0.18 -0.36 -0.0624
C -1.420 2.392 -0.462 6.13 3.73 -5.57 -0.1604
C -1.232 1.240 -1.241 -1.76 -2.32 2.10 0.0231
C -2.206 0.273 -0.928 3.72 -1.26 -2.30 -0.0852
C -1.930 -1.189 -1.403 -6.10 6.77 -6.06 -0.1269
N -0.688 -1.418 -1.158 8.52 -3.89 -2.07 -0.1683
C -0.229 -2.110 -0.169 4.53 -3.41 2.84 -0.2563
C 1.238 -2.592 -0.429 -4.64 3.78 2.53 0.0725
C 1.459 -1.809 -1.570 -5.11 -3.17 0.11 -0.4263
N 0.301 -1.433 -2.231 0.89 1.55 2.81 0.1737
C 2.638 -1.893 -2.252 5.10 1.16 -4.85 -0.0924
H 2.545 -1.679 -3.336 -0.36 1.06 0.48 0.1025
H 3.385 -1.238 -1.828 0.19 0.69 -0.03 0.0412
H 3.261 -2.745 -2.479 -0.55 -1.52 1.34 0.0919
H 1.907 -2.818 0.450 -0.75 0.00 -1.44 0.1069
C -1.009 -2.540 1.025 3.76 7.24 6.23 -0.0288
H -1.641 -1.568 1.609 1.60 -2.40 -2.14 0.1561
H -1.685 -3.207 0.929 -4.63 -4.81 -1.12 -0.0276
H -0.393 -2.835 2.101 -1.06 0.56 -3.61 0.1516
H -2.127 -0.951 -2.718 0.61 -1.67 3.95 0.2417
H -2.602 -1.805 -0.948 -1.84 -2.00 0.68 0.0882
H -0.385 0.769 -1.781 -0.24 1.50 0.01 0.1144
C -0.280 3.711 -0.925 -5.29 -5.86 2.53 -0.0321
N 0.868 3.415 -0.714 6.15 1.20 -0.74 0.0218
N 1.573 2.273 -0.365 -6.61 -0.05 0.03 0.0641
C 2.920 2.321 -0.399 -3.70 -8.44 4.57 -0.5994
O 3.645 3.017 -0.899 4.94 5.85 -3.60 0.1549
C 3.387 1.006 0.322 -0.61 -1.48 -0.22 -0.3272
C 2.774 0.068 1.272 -1.76 6.88 -0.96 -0.2463
C 3.609 -0.945 1.661 3.10 3.37 -3.46 -0.1663
C 4.849 -0.703 0.996 1.02 -5.76 1.77 -0.4408
S 4.955 0.399 -0.325 -1.88 0.02 3.26 1.0375
H 5.606 -1.594 1.303 -1.08 2.59 -1.48 0.1173
H 3.368 -1.551 2.434 -0.07 -2.15 2.13 0.0726
C 1.371 0.563 2.071 4.13 -3.80 0.56 0.0045
H 0.751 -0.105 1.579 -2.60 -0.11 -1.50 0.0023
H 1.144 1.571 2.323 -0.06 0.65 -0.61 0.0653
H 1.408 -0.059 2.995 0.36 0.87 0.05 0.0742
H 0.921 1.368 -0.148 2.64 2.67 -0.47 0.1781
H -0.780 4.602 -1.209 0.37 1.14 -0.26 0.0860
H -2.420 3.771 0.500 -1.41 0.04 0.74 0.1211
H -4.165 2.038 1.085 0.75 -1.37 -1.75 0.1664
H -5.681 -1.264 1.113 0.93 2.68 0.14 0.1500
H -4.982 0.256 1.910 1.78 2.20 6.04 0.0030

3.
49
Properties=species:S:1:pos:R:3:forces:R:3:lowdin_charge:R:1 method="wB97M-V/def2-TZVPD" e_above_lowest_kcal_mol=22.53 e_homo_ev="-20.4120 / -20.4002" e_tot_ha=-1357.35309 total_charge=+4
N -0.340 3.568 0.123 0.78 0.97 -0.10 0.1170
C 0.150 4.616 -0.013 -0.77 -1.49 0.28 -0.2059
C 0.770 5.922 -0.178 0.10 0.26 -0.04 -0.0210
H 0.007 6.699 -0.292 0.03 -0.20 -0.04 0.1145
H 1.414 5.919 -1.064 -0.15 0.00 0.13 0.1060
H 1.378 6.174 0.697 -0.11 -0.16 -0.09 0.1093
N 3.373 -2.279 -1.715 1.10 -0.56 0.26 0.0784
C 4.347 -2.858 -1.456 -1.35 0.74 -0.29 -0.1839
C 5.544 -3.584 -1.111 0.50 -0.32 0.09 -0.0112
H 6.381 -3.250 -1.734 -0.17 -0.02 0.12 0.1183
H 5.394 -4.659 -1.278 -0.03 0.22 0.02 0.1182
H 5.789 -3.419 -0.053 -0.06 -0.01 -0.26 0.1136
N -3.655 -0.615 -0.127 -0.28 -1.39 0.25 0.1149
C -4.244 -1.620 -0.126 0.65 1.34 0.01 -0.2136
C -4.992 -2.869 -0.121 -0.24 -0.38 -0.04 -0.0278
H -4.536 -3.584 0.586 -0.19 0.34 -0.28 0.1052
H -4.993 -3.315 -1.129 0.00 0.21 0.35 0.1100
H -6.037 -2.684 0.178 0.39 -0.01 -0.10 0.1172
Sn 1.106 -0.878 -1.652 3.15 -2.30 4.76 1.2528
C 0.048 -2.546 0.071 -1.73 -3.15 2.76 -0.0650
O -0.255 -3.281 0.885 0.78 1.65 -1.64 0.1348
C 2.549 0.810 -0.202 2.53 2.54 2.25 -0.0467
O 3.182 1.385 0.552 -1.53 -1.46 -1.62 0.1403
C 1.159 0.885 -3.195 -0.20 1.01 -1.23 -0.1229
C -0.129 0.877 -2.621 -0.71 0.60 -1.05 -0.1228
C -0.920 -0.287 -2.704 -1.14 0.70 -1.18 -0.1290
C -0.433 -1.420 -3.378 -0.92 -0.15 -1.05 -0.0971
C 0.880 -1.438 -3.889 -0.48 -0.13 -1.49 -0.1005
C 1.668 -0.268 -3.827 0.11 0.64 -1.08 -0.0912
H 1.766 1.785 -3.120 -0.04 -0.17 -0.11 0.1575
H -0.523 1.766 -2.131 0.18 -0.13 -0.02 0.1323
H -1.920 -0.287 -2.268 0.20 -0.09 -0.10 0.1281
H -1.074 -2.294 -3.490 0.23 0.08 0.11 0.1635
H 1.278 -2.344 -4.348 -0.08 0.22 0.08 0.1677
H 2.676 -0.267 -4.246 -0.21 -0.02 0.15 0.1677
N -1.379 0.880 1.165 -0.72 0.16 2.97 0.3023
C -1.269 0.769 2.533 1.38 -0.28 -2.87 -0.1563
C -0.024 0.411 3.102 1.15 0.49 0.01 0.0987
C 0.105 0.240 4.479 1.46 -0.23 -1.15 0.0983
C -0.990 0.444 5.329 -1.02 0.12 0.54 0.1448
C -2.223 0.828 4.781 -0.78 0.34 -0.27 0.0852
C -2.371 0.973 3.403 -2.31 -0.52 1.54 0.1451
H -2.272 0.613 0.746 -1.01 0.00 -0.13 0.0629
H -0.976 1.721 0.729 1.52 0.41 -0.76 0.0748
H 0.811 0.239 2.416 -0.18 0.06 0.44 0.1364
H 1.074 -0.053 4.892 -0.28 0.01 -0.07 0.1664
H -0.890 0.291 6.404 -0.01 0.07 -0.12 0.1743
H -3.075 1.021 5.440 0.25 0.01 -0.24 0.1676
H -3.328 1.264 2.961 0.17 -0.04 0.26 0.1706

4.
51
Properties=species:S:1:pos:R:3:forces:R:3:lowdin_charge:R:1 method="wB97M-V/def2-TZVPD" e_above_lowest_kcal_mol=59.80 e_homo_ev=-7.7207 smiles="C=CCn1c(Cc2cccs2)nnc1SCC(=O)Nc1ccc(OC)c(OC)c1" e_tot_ha=-2016.41097
C -0.015 -1.311 -2.052 0.01 -0.10 -0.09 0.0384
C -0.142 -0.020 -1.812 -0.16 0.20 0.00 -0.1266
C -1.453 0.648 -1.504 0.09 -0.29 -0.51 -0.1300
N -1.446 1.122 -0.140 -0.01 0.42 0.79 0.0139
C -1.597 0.399 1.010 0.09 -0.04 -0.17 -0.3231
C -1.926 -1.048 1.059 0.04 0.00 0.06 -0.1177
C -3.256 -1.317 0.429 -0.16 -0.44 -0.25 -0.5436
C -4.419 -0.636 0.611 0.27 -0.07 0.02 -0.1260
C -5.493 -1.163 -0.142 -0.12 -0.11 -0.12 -0.1825
C -5.132 -2.236 -0.887 0.28 -0.20 -0.09 -0.4124
S -3.469 -2.629 -0.686 -0.29 0.47 0.36 1.0271
N -1.399 1.164 2.047 -0.21 -0.94 0.57 0.0718
N -1.104 2.398 1.613 0.00 0.96 -0.32 0.0154
C -1.130 2.372 0.308 -0.14 0.12 -0.17 -0.6434
S -0.718 3.708 -0.740 0.04 0.24 0.03 0.9886
C 0.895 4.129 0.028 -0.24 -0.27 -0.19 -0.3342
C 1.781 2.907 -0.147 -0.05 0.36 0.31 -0.5545
O 2.400 2.713 -1.172 0.15 -0.06 -0.31 0.0491
N 1.729 2.054 0.909 0.05 0.09 0.41 0.1363
C 2.098 0.699 0.929 0.14 -0.36 -0.12 -0.2208
C 1.603 -0.101 1.950 0.09 0.10 -0.08 -0.0335
C 1.889 -1.450 1.948 0.19 -0.06 -0.25 0.0030
C 2.657 -2.044 0.950 -0.02 0.08 0.03 -0.2063
O 2.804 -3.394 1.085 -0.26 0.21 0.00 -0.0744
C 3.791 -4.093 0.360 0.26 -0.33 -0.16 -0.0776
C 3.162 -1.229 -0.081 -0.05 -0.17 0.17 -0.1928
O 3.894 -1.815 -1.081 -0.27 -0.12 0.34 -0.1162
C 4.445 -0.995 -2.084 0.09 0.11 -0.16 -0.0708
C 2.887 0.132 -0.064 0.15 0.05 -0.12 0.0361
H 0.943 -1.757 -2.252 0.26 -0.05 -0.01 0.0576
H -0.865 -1.975 -2.072 -0.22 -0.08 0.00 0.0380
H 0.719 0.634 -1.797 0.18 0.07 0.00 0.0933
H -2.287 -0.046 -1.633 0.03 0.13 -0.02 0.1142
H -1.599 1.517 -2.153 -0.06 -0.17 0.09 0.1089
H -1.143 -1.616 0.550 0.03 -0.01 0.10 0.1041
H -1.935 -1.340 2.112 0.09 0.01 -0.09 0.1327
H -4.505 0.214 1.266 0.03 0.19 0.14 0.1191
H -6.488 -0.757 -0.125 -0.19 0.04 -0.02 0.1017
H -5.734 -2.830 -1.545 -0.19 -0.09 -0.13 0.0590
H 1.276 4.966 -0.554 0.06 -0.06 0.06 0.0847
H 0.717 4.410 1.063 0.06 0.04 -0.03 0.0787
H 1.158 2.330 1.700 0.01 0.07 -0.28 0.1212
H 0.986 0.321 2.729 -0.08 0.04 0.07 0.1047
H 1.513 -2.091 2.729 -0.03 -0.10 0.11 0.1228
H 4.779 -3.644 0.488 -0.04 -0.03 -0.01 0.0977
H 3.794 -5.099 0.782 0.04 0.06 -0.03 0.0925
H 3.555 -4.146 -0.704 0.05 -0.02 0.12 0.0891
H 5.136 -0.257 -1.667 -0.04 0.00 -0.01 0.1017
H 3.669 -0.482 -2.659 0.03 0.01 0.03 0.0966
H 4.992 -1.672 -2.739 -0.02 0.09 0.01 0.0962
H 3.266 0.771 -0.841 0.02 0.00 -0.05 0.0921